Record 1
The following is a quantum chemistry calculation of C3H9N3O in the gas phase at a distorted geometry, from the OMol25 dataset.

Atoms and positions in Å:
O: -0.581 -1.189 3.072
C: -0.340 -1.134 1.889
N: -0.662 -2.083 0.961
C: 0.163 0.153 1.206
N: -0.205 0.246 -0.201
C: 0.361 1.230 -1.086
N: 0.774 0.624 -2.394
H: -0.884 -2.988 1.338
H: -0.362 -1.850 0.025
H: -0.275 0.986 1.758
H: 1.252 0.065 1.236
H: -1.214 0.250 -0.267
H: -0.363 2.042 -1.214
H: 1.255 1.681 -0.655
H: 1.174 1.483 -2.779
H: -0.095 0.485 -2.888

SMILES = NCNCC(N)=O
Total charge = 0
Calculated total energy = -359.2114 a.u.
Frontier orbital gap = 10.0393 eV
E_HOMO = -9.2 eV

Record 2
The following is a quantum chemistry calculation of C6H11P in the gas phase at a distorted geometry, from the OMol25 dataset.

Atoms and positions in Å:
C: 0.734 -1.272 -1.440
C: -0.163 -0.647 -2.246
C: 0.822 -1.250 0.026
C: 1.118 0.184 0.660
C: -0.053 1.201 0.674
C: -1.110 0.855 1.704
P: -0.713 0.917 -1.123
H: 1.242 -2.161 -1.982
H: -0.421 -0.718 -3.236
H: -0.145 -1.542 0.489
H: 1.642 -1.931 0.183
H: 1.193 0.007 1.802
H: 2.109 0.517 0.415
H: -1.088 -0.273 1.779
H: -2.077 1.092 1.254
H: -1.120 1.444 2.576
H: -0.442 1.861 -2.026
H: -2.082 0.984 -1.101

SMILES = CC1=[PH2]C=CCC1
Total charge = 0
Calculated total energy = -576.3726 a.u.
Frontier orbital gap = 7.5613 eV
E_HOMO = -6.7 eV

Record 3
The following is a quantum chemistry calculation of a molecular structure, C38H28N6OPS2Tl, from the OMol25 dataset.

Atoms and positions in Å:
Tl: -1.077 -0.527 -0.214
S: 0.499 -2.524 -0.080
C: -0.609 -3.670 -0.825
C: -0.040 -4.808 -1.400
C: -0.805 -5.789 -2.010
C: -0.156 -6.931 -2.591
N: 0.380 -7.829 -3.066
C: -2.196 -5.640 -2.062
C: -2.774 -4.510 -1.505
C: -2.013 -3.521 -0.884
S: -2.910 -2.170 -0.195
C: -3.027 -6.623 -2.695
N: -3.694 -7.405 -3.210
H: 1.035 -4.928 -1.365
H: -3.848 -4.394 -1.556
O: -3.195 0.665 -1.677
C: -2.536 1.268 -2.776
C: -1.659 0.305 -3.540
C: -1.599 0.338 -4.925
C: -0.761 -0.545 -5.588
C: -0.009 -1.439 -4.846
C: -0.130 -1.412 -3.466
N: -0.934 -0.564 -2.827
H: -3.600 -0.169 -1.948
H: -1.912 2.049 -2.337
H: -3.253 1.728 -3.462
H: -2.211 1.043 -5.472
H: -0.704 -0.541 -6.668
H: 0.653 -2.151 -5.317
H: 0.440 -2.086 -2.836
N: -0.463 1.422 -0.279
P: 0.819 1.979 0.412
C: 1.546 3.269 -0.629
C: 1.254 3.262 -1.989
C: 1.820 4.212 -2.827
C: 2.680 5.170 -2.308
C: 2.973 5.181 -0.950
C: 2.407 4.233 -0.112
C: 0.485 2.825 1.991
C: 1.309 2.778 3.111
C: 0.934 3.424 4.283
C: -0.256 4.132 4.337
C: -1.075 4.202 3.215
C: -0.708 3.548 2.050
C: 2.172 0.823 0.759
C: 2.020 -0.109 1.787
C: 2.981 -1.084 1.997
C: 4.103 -1.139 1.180
C: 4.261 -0.218 0.157
C: 3.300 0.761 -0.055
H: 0.578 2.506 -2.370
H: 1.590 4.206 -3.884
H: 3.120 5.912 -2.961
H: 3.640 5.931 -0.544
H: 2.631 4.249 0.949
H: 2.242 2.229 3.078
H: 1.576 3.372 5.153
H: -0.545 4.636 5.250
H: -2.001 4.761 3.252
H: -1.355 3.569 1.181
H: 1.141 -0.078 2.419
H: 2.847 -1.812 2.788
H: 4.850 -1.906 1.339
H: 5.133 -0.261 -0.483
H: 3.429 1.477 -0.857
N: -1.255 -4.545 5.329
C: -1.357 -3.474 4.929
C: -1.474 -2.130 4.434
C: -1.763 -1.075 5.296
C: -1.858 0.198 4.767
C: -1.657 0.369 3.405
N: -1.376 -0.638 2.580
C: -1.291 -1.866 3.080
H: -1.908 -1.261 6.351
H: -2.079 1.051 5.393
H: -1.715 1.353 2.957
H: -1.060 -2.661 2.380

Total charge = 0
Calculated total energy = -3178.8739 a.u.
Frontier orbital gap = 7.8045 eV
E_HOMO = -8.0 eV

Record 4
The following is a quantum chemistry calculation of a molecular structure, C50H42GeP2S2V, from the OMol25 dataset.

Atoms and positions in Å:
V: 0.391 1.104 -1.409
S: -1.837 1.796 1.785
P: -2.549 0.927 0.141
C: -1.536 0.116 -0.946
P: -0.992 -1.420 -0.755
S: 1.119 -1.430 -0.478
C: -1.645 -2.473 0.582
C: -2.710 -3.343 0.367
C: -3.229 -4.080 1.418
C: -2.682 -3.960 2.687
C: -1.618 -3.095 2.907
C: -1.102 -2.352 1.861
C: -1.147 -2.480 -2.217
C: -0.524 -3.724 -2.278
C: -0.666 -4.516 -3.403
C: -1.435 -4.068 -4.473
C: -2.055 -2.830 -4.412
C: -1.909 -2.036 -3.286
C: -3.452 2.175 -0.848
C: -3.488 2.073 -2.233
C: -4.213 2.982 -2.986
C: -4.912 4.001 -2.357
C: -4.875 4.110 -0.972
C: -4.147 3.204 -0.222
C: -3.959 -0.161 0.614
C: -4.787 -0.669 -0.384
C: -5.851 -1.492 -0.065
C: -6.092 -1.830 1.261
C: -5.265 -1.336 2.256
C: -4.209 -0.498 1.935
H: -3.145 -3.441 -0.621
H: -4.067 -4.744 1.245
H: -3.089 -4.537 3.508
H: -1.187 -2.994 3.896
H: -0.273 -1.677 2.037
H: 0.069 -4.076 -1.441
H: -0.178 -5.481 -3.448
H: -1.547 -4.688 -5.354
H: -2.650 -2.479 -5.246
H: -2.370 -1.058 -3.219
H: -2.916 1.283 -2.703
H: -4.226 2.899 -4.067
H: -5.479 4.714 -2.943
H: -5.410 4.912 -0.477
H: -4.090 3.295 0.856
H: -4.597 -0.415 -1.420
H: -6.492 -1.874 -0.850
H: -6.922 -2.478 1.516
H: -5.440 -1.603 3.291
H: -3.562 -0.093 2.705
C: 2.113 2.526 -1.766
C: 2.158 1.502 -2.694
C: 0.970 1.168 -3.470
C: -0.126 2.077 -3.411
C: -0.208 3.018 -2.399
C: 0.885 3.184 -1.462
H: 2.979 2.722 -1.146
H: 3.061 0.915 -2.808
H: 1.009 0.388 -4.218
H: -0.979 1.918 -4.062
H: -1.109 3.606 -2.272
H: 0.829 3.936 -0.689
C: 1.201 0.203 0.378
Ge: 2.955 0.473 1.118
C: 3.026 2.297 1.830
C: 1.849 3.040 1.889
C: 1.844 4.319 2.428
C: 3.016 4.874 2.915
C: 4.194 4.143 2.870
C: 4.193 2.864 2.336
C: 4.420 0.200 -0.177
C: 5.193 1.252 -0.658
C: 6.191 1.046 -1.600
C: 6.438 -0.227 -2.083
C: 5.682 -1.290 -1.616
C: 4.689 -1.074 -0.674
C: 3.268 -0.737 2.657
C: 3.559 -0.244 3.925
C: 3.720 -1.089 5.013
C: 3.588 -2.459 4.855
C: 3.288 -2.972 3.602
C: 3.130 -2.118 2.521
H: 0.537 0.152 1.251
H: 0.923 2.621 1.506
H: 0.917 4.877 2.466
H: 3.013 5.873 3.332
H: 5.114 4.569 3.253
H: 5.120 2.300 2.319
H: 5.012 2.260 -0.306
H: 6.771 1.887 -1.960
H: 7.213 -0.391 -2.821
H: 5.859 -2.291 -1.990
H: 4.108 -1.922 -0.332
H: 3.654 0.825 4.077
H: 3.942 -0.673 5.989
H: 3.709 -3.121 5.703
H: 3.168 -4.039 3.465
H: 2.866 -2.545 1.561

2S+1 = 3
Total charge = -1
Calculated total energy = -6430.5941 a.u.
Frontier orbital gap (alpha / beta) = 5.9045 / 5.4057 eV
E_HOMO (alpha / beta) = -3.4 / -2.9 eV

Record 5
The following is a quantum chemistry calculation of a molecular structure, C24H53MgN6O10 at a distorted geometry, from the OMol25 dataset.

Atoms and positions in Å:
Mg: -0.432 -0.945 -3.423
C: 1.230 0.496 2.420
C: 1.182 0.039 0.928
O: 1.070 -1.177 0.499
O: 1.115 0.932 0.056
H: 0.361 1.099 2.682
H: 2.167 0.941 2.755
H: 1.247 -0.419 3.012
C: -3.508 -7.425 5.565
O: -4.082 -8.301 6.198
N: -3.467 -7.326 4.237
C: -2.882 -6.213 3.607
C: -4.124 -8.292 3.378
H: -3.039 -6.573 6.082
H: -1.999 -5.784 4.081
H: -3.646 -5.480 3.347
H: -2.480 -6.624 2.681
H: -4.759 -7.758 2.672
H: -3.309 -8.858 2.925
H: -4.741 -8.884 4.054
C: -4.349 -5.498 -5.810
O: -3.410 -4.719 -5.649
N: -5.272 -5.496 -6.873
C: -5.316 -4.491 -7.876
C: -6.002 -6.776 -7.192
H: -4.484 -6.404 -5.199
H: -6.269 -3.963 -7.871
H: -5.228 -4.928 -8.871
H: -4.538 -3.734 -7.770
H: -7.035 -6.447 -7.075
H: -5.860 -6.955 -8.258
H: -5.805 -7.665 -6.593
C: 5.897 8.608 0.337
O: 6.645 8.993 -0.589
N: 5.659 7.296 0.627
C: 4.778 6.750 1.654
C: 6.296 6.209 -0.123
H: 5.299 9.218 1.032
H: 3.901 6.239 1.255
H: 4.340 7.558 2.241
H: 5.433 6.266 2.378
H: 7.180 5.862 0.411
H: 5.734 5.283 -0.245
H: 6.693 6.511 -1.093
C: 5.055 -2.453 -6.255
O: 4.071 -2.011 -5.609
N: 6.328 -2.460 -5.794
C: 7.422 -2.869 -6.682
C: 6.649 -1.948 -4.475
H: 5.017 -2.838 -7.286
H: 7.110 -3.544 -7.478
H: 8.379 -3.175 -6.258
H: 7.711 -1.972 -7.229
H: 5.800 -1.712 -3.834
H: 7.164 -2.690 -3.865
H: 7.041 -0.943 -4.633
C: -6.507 0.110 -1.227
O: -5.516 -0.393 -1.794
N: -7.794 -0.004 -1.771
C: -8.870 0.352 -0.783
C: -8.145 -0.662 -2.972
H: -6.489 0.611 -0.247
H: -9.787 0.747 -1.218
H: -8.475 1.207 -0.234
H: -9.111 -0.442 -0.075
H: -8.266 -1.689 -2.626
H: -9.072 -0.295 -3.412
H: -7.292 -0.493 -3.630
C: 5.745 -3.518 8.625
O: 5.263 -4.160 9.561
N: 7.066 -3.383 8.390
C: 8.134 -3.742 9.350
C: 7.515 -2.636 7.204
H: 5.106 -3.050 7.860
H: 8.230 -2.897 10.031
H: 9.054 -4.164 8.946
H: 7.865 -4.594 9.974
H: 7.021 -2.898 6.268
H: 7.628 -1.556 7.293
H: 8.511 -3.034 7.010
O: -1.345 10.709 1.270
C: -2.408 10.942 0.669
O: -3.183 10.023 0.095
C: -2.763 8.738 -0.293
C: -2.848 7.848 0.898
C: -3.221 12.191 0.848
H: -1.721 8.894 -0.573
H: -3.229 8.227 -1.136
H: -3.819 7.906 1.389
H: -2.140 8.164 1.663
H: -2.774 6.789 0.651
H: -4.253 11.940 1.094
H: -3.121 12.859 -0.008
H: -2.926 12.804 1.699

Total charge = +1
Calculated total energy = -2226.7448 a.u.
Frontier orbital gap = 1.8990 eV
E_HOMO = -10.5 eV

Record 6
The following is a quantum chemistry calculation of C19H22N2 in the gas phase at a distorted geometry, from the OMol25 dataset.

Atoms and positions in Å:
C: -1.125 2.230 -1.628
C: 0.245 2.272 -1.650
C: 2.448 5.721 -2.776
C: -2.349 -5.206 3.566
C: 3.025 4.358 -2.950
C: 1.134 5.922 -2.338
C: -1.051 -4.785 3.835
C: -3.026 -4.459 2.588
C: 2.253 3.241 -2.607
C: 0.414 4.729 -1.940
C: -0.350 -3.839 3.104
C: -2.291 -3.565 1.784
C: 0.965 3.472 -2.044
C: -0.949 -3.281 1.959
N: -0.320 -2.250 1.221
N: 0.525 -0.070 -0.406
C: 1.004 1.061 -1.192
C: -0.313 -2.452 -0.242
C: 0.334 -1.147 1.935
C: -0.248 -1.133 -1.069
C: 0.132 0.108 1.112
H: -1.785 3.018 -1.780
H: -1.537 1.271 -1.356
H: 3.022 6.505 -3.102
H: -2.882 -5.987 4.132
H: 3.985 4.317 -3.341
H: 0.696 6.897 -2.118
H: -0.494 -5.340 4.643
H: -4.113 -4.672 2.378
H: 2.561 2.308 -2.932
H: -0.570 4.839 -1.542
H: 0.684 -3.536 3.158
H: -2.665 -3.295 0.902
H: 1.874 1.357 -0.648
H: 1.292 0.555 -2.072
H: -1.148 -3.109 -0.625
H: 0.575 -3.043 -0.446
H: 1.471 -1.333 2.137
H: -0.186 -0.974 2.802
H: 0.163 -1.262 -2.069
H: -1.274 -0.780 -1.142
H: -0.930 0.444 1.276
H: 0.805 0.892 1.484

SMILES = C=C(CN1CCN(c2ccccc2)CC1)c1ccccc1
Total charge = 0
Calculated total energy = -846.5774 a.u.
Frontier orbital gap = 8.3754 eV
E_HOMO = -7.6 eV

Record 7
The following is a quantum chemistry calculation of 2 unconnected molecules or ions with the total composition C5H14 at a distorted geometry, from the OMol25 dataset.

Atoms and positions in Å:
C: 1.064 2.357 1.029
C: -0.067 1.606 1.749
H: 1.113 3.349 1.505
H: 2.071 1.894 1.115
H: 0.884 2.447 -0.010
H: -0.090 0.555 1.322
H: -0.974 2.074 1.558
H: 0.159 1.371 2.897
C: -0.694 -1.027 -0.566
C: -0.985 -2.454 -0.974
C: 0.525 -0.551 -1.314
H: -0.509 -0.933 0.494
H: -1.431 -0.308 -0.866
H: -2.034 -2.695 -0.952
H: -0.449 -2.845 -1.878
H: 0.891 0.433 -0.835
H: 0.603 -0.581 -2.492
H: -0.735 -3.166 -0.234
H: 1.442 -1.173 -1.164

SMILES = CCC.CC
Total charge = 0
Calculated total energy = -198.8412 a.u.
Frontier orbital gap = 12.1029 eV
E_HOMO = -11.0 eV

Record 8
The following is a quantum chemistry calculation of 2 unconnected molecules or ions with the total composition C33H28NO at a distorted geometry, from the OMol25 dataset.

Atoms and positions in Å:
C: 1.610 1.830 -2.696
C: 0.451 0.904 -2.994
N: 0.655 -0.421 -2.607
C: -0.163 -1.512 -2.918
C: 0.381 -2.860 -2.442
C: 0.571 -3.921 -3.277
C: 1.452 -5.086 -2.955
C: 2.116 -5.059 -1.559
C: 1.612 -4.025 -0.619
C: 2.084 -4.062 0.695
C: 1.850 -3.000 1.564
C: 1.083 -1.910 1.123
C: 0.431 -1.970 -0.106
C: 0.774 -2.970 -1.043
C: -1.342 -1.411 -3.585
O: -0.579 1.275 -3.540
H: 2.551 1.282 -2.568
H: 1.720 2.561 -3.500
H: 1.415 2.415 -1.792
H: 1.459 -0.591 -2.005
H: 0.115 -3.900 -4.268
H: 0.846 -5.992 -3.022
H: 2.251 -5.222 -3.699
H: 2.049 -6.027 -1.038
H: 3.199 -4.891 -1.686
H: 2.662 -4.936 1.009
H: 2.265 -2.989 2.574
H: 0.935 -1.037 1.759
H: -0.387 -1.293 -0.379
H: -1.732 -2.370 -3.951
H: -1.909 -0.492 -3.708
C: -0.616 1.878 1.210
C: -1.286 2.200 -0.027
C: -0.765 3.232 -0.855
C: -1.538 3.813 -1.852
C: -2.778 3.252 -2.172
C: -3.278 2.183 -1.430
C: -2.531 1.633 -0.393
C: -0.855 0.728 2.058
C: -0.262 0.978 3.353
C: -0.452 0.147 4.439
C: -1.234 -1.005 4.250
C: -1.730 -1.337 2.964
C: -1.553 -0.468 1.867
C: 0.328 2.294 3.335
C: 0.096 2.868 2.035
C: 0.233 4.255 1.882
C: 0.576 5.034 2.997
C: 0.768 4.452 4.268
C: 0.700 3.059 4.432
H: 0.283 3.525 -0.693
H: -1.136 4.675 -2.394
H: -3.316 3.640 -3.031
H: -4.232 1.736 -1.699
H: -2.882 0.748 0.129
H: 0.051 0.415 5.372
H: -1.400 -1.663 5.116
H: -2.293 -2.279 2.844
H: -1.951 -0.750 0.893
H: -0.005 4.732 0.932
H: 0.665 6.115 2.894
H: 1.025 5.058 5.145
H: 0.940 2.533 5.364

Total charge = +1
Calculated total energy = -1404.0157 a.u.
Frontier orbital gap = 4.0993 eV
E_HOMO = -10.0 eV

Record 9
The following is a quantum chemistry calculation of 3 unconnected molecules or ions with the total composition C4H16N2O at a distorted geometry, from the OMol25 dataset.

Atoms and positions in Å:
C: -1.534 -0.574 -1.188
C: -1.070 0.223 0.078
C: -0.144 1.383 -0.177
C: 1.181 0.531 -0.377
N: 1.702 -0.279 0.763
N: -2.788 1.043 0.844
H: -2.496 -0.108 -1.487
H: -1.469 -1.644 -0.982
H: -0.816 -0.109 -1.882
H: -1.258 -0.233 1.016
H: -0.151 2.227 -0.877
H: -0.056 1.798 0.833
H: 1.902 1.360 -0.557
H: 1.205 -0.076 -1.282
H: 0.859 -0.608 1.313
H: 2.066 0.361 1.493
H: 2.302 -1.129 0.506
H: -2.381 1.884 0.458
H: -3.598 0.786 0.266
H: -3.301 1.066 1.721
H: 3.571 -2.663 0.560
H: 2.940 -2.996 -0.754
O: 3.336 -2.243 -0.289

Total charge = +2
Calculated total energy = -346.0296 a.u.
Frontier orbital gap = 11.0725 eV
E_HOMO = -19.6 eV

Record 10
The following is a quantum chemistry calculation of C4H7NO2 in the gas phase, from the OMol25 dataset.

Atoms and positions in Å:
N: 1.742 0.799 1.405
C: 0.476 0.341 1.186
O: -0.498 0.775 1.774
C: 0.337 -0.739 0.126
C: -1.045 -0.621 -0.472
C: -1.268 0.250 -1.619
O: -1.260 -1.167 -1.763
H: 1.885 1.534 2.083
H: 2.548 0.423 0.931
H: 0.501 -1.727 0.577
H: 1.090 -0.609 -0.658
H: -1.861 -0.764 0.235
H: -0.415 0.763 -2.066
H: -2.232 0.742 -1.738

SMILES = NC(=O)C[C@H]1CO1
Total charge = 0
Calculated total energy = -361.8298 a.u.
Frontier orbital gap = 10.7468 eV
E_HOMO = -9.9 eV

- Among the records above, which one has the highest total charge?
  C4H16N2O

- Among the records above, which one has the highest total charge?
  C4H16N2O

- calculated total energy of number 3 (C38H28N6OPS2Tl)?
  -3178.8739 a.u.